(1)
Density functional theory data (ωB97M-V with the def2-TZVPD basis set) for 2 unconnected molecules or ions with the total composition C5H14N2.

Structure (XYZ):
```
21
Properties=species:S:1:pos:R:3:mulliken_charge:R:1
C 2.541 1.532 0.614 -0.2781
N 2.476 0.360 0.082 -0.4934
C 1.296 -0.482 0.368 0.1061
C 1.757 -1.931 0.560 -1.0999
H 1.764 1.991 1.250 0.2322
H 3.530 2.004 0.640 0.2694
H 0.740 -0.123 1.252 0.3393
H 0.652 -0.353 -0.521 0.0115
H 0.832 -2.531 0.567 0.3111
H 2.436 -2.142 -0.285 0.3038
H 2.291 -2.008 1.531 0.2787
C -2.170 1.262 0.069 -0.8783
N -2.314 -0.177 -0.120 -0.2970
C -2.709 -0.511 -1.499 -0.8727
H -1.214 1.552 -0.391 0.2677
H -2.944 1.864 -0.437 0.3292
H -2.161 1.560 1.131 0.3204
H -3.060 -0.523 0.477 0.2497
H -3.382 0.217 -1.948 0.2955
H -3.124 -1.509 -1.592 0.3454
H -1.786 -0.509 -2.077 0.2595
```

Results
structure (SMILES) = C=NCC.CNC
maximum force = 2.004 eV/Å
ΔE to the lowest compared entry with this formula, charge and spin = 44.8 kcal/mol
multiplicity = 1
energy = -308.35164 hartree
Kohn-Sham gap = 10.13 eV



(2)
Density functional theory data (ωB97M-V with the def2-TZVPD basis set) for 3 unconnected molecules or ions with the total composition C7H13F2N3O2S.

Structure (XYZ):
```
28
Properties=species:S:1:pos:R:3:mulliken_charge:R:1
C -2.065 -0.626 0.014 -0.5029
C 1.715 3.663 0.644 0.9543
C 2.045 -0.740 -1.737 -1.0451
C -0.994 0.077 -0.841 -0.3107
C 1.351 0.460 -1.148 -0.4269
C 0.659 1.334 1.461 -0.5250
C 0.958 0.312 2.502 0.5303
N -3.196 -0.081 -0.044 -0.5886
N -0.459 1.943 1.781 -0.0608
N 0.270 0.111 -0.201 -0.0094
O 0.635 4.090 0.634 -0.5325
O 2.742 3.216 0.560 -0.3376
F 1.444 0.764 3.678 -0.2775
F 1.860 -0.597 2.098 -0.2516
S -0.633 -0.724 3.159 -0.3207
H -1.858 -1.478 0.597 0.5543
H 3.156 -0.415 -2.010 0.3155
H 2.060 -1.587 -0.989 0.2767
H 1.591 -1.157 -2.701 0.2875
H -0.965 -0.518 -1.887 0.2635
H -1.216 1.196 -1.012 0.3021
H 0.923 1.134 -1.854 0.4937
H 1.975 1.059 -0.443 0.1977
H -3.914 -0.697 0.407 0.2641
H -0.697 2.838 1.391 0.2668
H -1.104 1.406 2.372 0.0844
H 0.548 -0.734 0.236 0.2446
H 0.158 -1.354 4.093 0.1537
```

Results
maximum force = 3.862 eV/Å
ΔE to the lowest compared entry with this formula, charge and spin = 87.7 kcal/mol
multiplicity = 1
energy = -1187.07714 hartree
Kohn-Sham gap = 8.70 eV



(3)
Density functional theory data (ωB97M-V with the def2-TZVPD basis set) for a molecular structure, C29H30O2P2S2Ti.

Structure (XYZ):
```
66
Properties=species:S:1:pos:R:3:mulliken_charge:R:1
Ti 0.032 -0.046 0.275 -0.1139
S -0.572 -2.222 -0.793 -0.7872
P 1.484 -2.180 -0.670 1.7815
C 2.115 -0.754 0.008 -1.0897
P 2.189 -0.660 1.691 1.5300
S 0.360 -0.719 2.653 -0.7033
C 3.327 -1.797 2.604 0.6980
C 4.685 -1.764 2.275 -0.7140
C 5.603 -2.535 2.970 -0.6750
C 5.169 -3.365 4.002 -0.4437
C 3.823 -3.415 4.324 -0.7127
C 2.905 -2.629 3.627 -0.1248
C 2.978 0.935 2.162 0.0861
C 3.435 1.833 1.210 -0.1098
C 3.992 3.051 1.596 -0.6393
C 4.098 3.379 2.940 -0.4995
C 3.650 2.476 3.903 -0.6347
C 3.097 1.267 3.513 -0.3602
C 2.112 -2.398 -2.372 0.0503
C 2.953 -1.453 -2.941 -0.0682
C 3.420 -1.621 -4.244 -0.7236
C 3.055 -2.737 -4.979 -0.4188
C 2.215 -3.692 -4.409 -0.6882
C 1.746 -3.519 -3.118 -0.3921
C 2.023 -3.705 0.167 0.0460
C 1.153 -4.448 0.960 -0.3104
C 1.615 -5.559 1.658 -0.7352
C 2.948 -5.932 1.567 -0.4605
C 3.822 -5.195 0.775 -0.6977
C 3.360 -4.088 0.081 -0.2799
H 5.025 -1.119 1.470 0.3825
H 6.653 -2.493 2.710 0.4149
H 5.881 -3.972 4.549 0.3896
H 3.481 -4.065 5.120 0.4095
H 1.851 -2.662 3.877 0.3556
H 3.340 1.565 0.163 0.3585
H 4.346 3.744 0.842 0.4163
H 4.532 4.325 3.240 0.3989
H 3.737 2.720 4.955 0.4130
H 2.742 0.574 4.268 0.3827
H 3.239 -0.594 -2.345 0.3591
H 4.076 -0.878 -4.680 0.3995
H 3.422 -2.869 -5.990 0.3720
H 1.930 -4.569 -4.978 0.3793
H 1.085 -4.261 -2.684 0.3566
H 0.115 -4.149 1.031 0.3443
H 0.932 -6.129 2.275 0.4086
H 3.310 -6.793 2.115 0.3957
H 4.864 -5.481 0.707 0.4252
H 4.044 -3.509 -0.531 0.4170
C 0.046 2.839 1.845 -0.5800
O 0.207 2.059 0.639 0.1257
C -0.651 2.509 -0.426 -0.8648
C -2.078 2.024 -0.219 -0.4025
O -2.044 0.608 0.058 -0.1433
C -2.935 0.157 1.105 -0.7712
H 0.362 3.858 1.630 0.2606
H 0.675 2.385 2.604 0.0739
H -0.995 2.809 2.163 0.3144
H -0.237 2.092 -1.343 0.2088
H -0.617 3.597 -0.521 0.4644
H -2.653 2.201 -1.128 0.3840
H -2.562 2.546 0.607 0.4743
H -3.964 0.380 0.828 0.2890
H -2.665 0.636 2.045 0.3516
H -2.798 -0.916 1.189 0.2266
```

Results
maximum force = 1.072 eV/Å
ΔE to the lowest compared entry with this formula, charge and spin = 8.7 kcal/mol
multiplicity = 3
energy = -3602.12399 hartree
expectation value of S² = 2.005
Kohn-Sham gap (spin up / spin down) = 5.97 / 7.49 eV



> Look up the ΔE to the lowest compared entry with this formula, charge and spin of the third one.

8.7 kcal/mol



Repeat the first record exactly.
Density functional theory data (ωB97M-V with the def2-TZVPD basis set) for 2 unconnected molecules or ions with the total composition C5H14N2.

Structure (XYZ):
```
21
Properties=species:S:1:pos:R:3:mulliken_charge:R:1
C 2.541 1.532 0.614 -0.2781
N 2.476 0.360 0.082 -0.4934
C 1.296 -0.482 0.368 0.1061
C 1.757 -1.931 0.560 -1.0999
H 1.764 1.991 1.250 0.2322
H 3.530 2.004 0.640 0.2694
H 0.740 -0.123 1.252 0.3393
H 0.652 -0.353 -0.521 0.0115
H 0.832 -2.531 0.567 0.3111
H 2.436 -2.142 -0.285 0.3038
H 2.291 -2.008 1.531 0.2787
C -2.170 1.262 0.069 -0.8783
N -2.314 -0.177 -0.120 -0.2970
C -2.709 -0.511 -1.499 -0.8727
H -1.214 1.552 -0.391 0.2677
H -2.944 1.864 -0.437 0.3292
H -2.161 1.560 1.131 0.3204
H -3.060 -0.523 0.477 0.2497
H -3.382 0.217 -1.948 0.2955
H -3.124 -1.509 -1.592 0.3454
H -1.786 -0.509 -2.077 0.2595
```

Results
structure (SMILES) = C=NCC.CNC
maximum force = 2.004 eV/Å
ΔE to the lowest compared entry with this formula, charge and spin = 44.8 kcal/mol
multiplicity = 1
energy = -308.35164 hartree
Kohn-Sham gap = 10.13 eV



> Which value of energy does entry 1 give?

-308.35164 hartree



> Look up the multiplicity of the second one.

1